Computed, not measured: C19H29N5O2PdS as an isolated structure at a distorted geometry, with wB97M-V/def2-TZVPD.

XYZ file:
```
57
C19H29N5O2PdS, DFT wB97M-V/def2-TZVPD
Pd 1.740 -0.388 -0.757
O 0.782 1.443 1.112
C 1.286 1.009 2.348
C 1.063 -0.471 2.592
C 0.676 -0.960 3.835
C 0.484 -2.322 3.993
C 0.668 -3.157 2.901
C 1.056 -2.587 1.701
N 1.264 -1.281 1.551
H 1.311 0.953 0.392
H 0.783 1.589 3.124
H 2.364 1.209 2.424
H 0.525 -0.273 4.657
H 0.184 -2.727 4.951
H 0.516 -4.224 2.984
H 1.200 -3.193 0.813
C -4.882 2.253 1.862
C -4.635 2.869 0.489
N -3.474 2.307 -0.196
C -2.256 3.108 -0.231
C -1.642 3.320 1.149
C -3.648 1.122 -0.828
O -4.705 0.506 -0.795
C -2.490 0.540 -1.591
C -2.630 0.318 -2.955
C -1.600 -0.299 -3.645
C -0.469 -0.686 -2.945
N -0.336 -0.489 -1.632
C -1.329 0.104 -0.971
H -5.767 2.703 2.313
H -4.033 2.410 2.527
H -5.054 1.183 1.754
H -4.481 3.946 0.568
H -5.508 2.690 -0.140
H -2.494 4.078 -0.682
H -1.526 2.624 -0.872
H -2.289 3.926 1.784
H -0.681 3.824 1.050
H -1.463 2.360 1.632
H -3.539 0.623 -3.458
H -1.674 -0.479 -4.708
H 0.358 -1.178 -3.442
H -1.172 0.255 0.091
C 4.611 -1.970 -3.334
N 3.534 -1.256 -2.641
C 3.713 -0.939 -1.287
S 3.911 0.686 -0.766
N 4.164 -1.959 -0.490
C 3.883 -3.367 -0.707
H 4.581 -1.717 -4.392
H 4.496 -3.050 -3.251
H 5.592 -1.694 -2.936
H 3.272 -0.414 -3.124
H 4.349 -1.668 0.452
H 4.759 -3.899 -1.088
H 3.065 -3.479 -1.418
H 3.590 -3.832 0.234
```

orbital gap = 7.24 eV
total charge = 0
maximum force = 0.02536 Eh/bohr
energy relative to the best compared isomer or geometry (same formula, charge and spin) = 9.0 kcal/mol